# 1
Formula: C16H32ClFN4O4
Source: OMol25
Level of theory: ωB97M-V/def2-TZVPD

```
58
Properties=species:S:1:pos:R:3:forces:R:3
Cl 0.88320 1.32847 3.16981 -0.052 -0.115 0.193
F 2.18765 3.76691 1.68082 1.421 0.065 -0.043
O 3.23183 -0.90699 1.90908 0.195 -0.095 -0.048
O -6.13007 0.19579 -1.91905 -0.113 0.157 -0.008
O 5.31218 -4.95882 1.22196 -0.169 -0.057 -0.049
O -3.63355 2.83367 0.90784 0.021 -0.149 0.025
N 4.04538 -2.83815 -0.44029 0.122 0.103 0.054
N -4.38798 2.59794 -2.14226 0.113 -0.115 0.053
N 1.14862 1.43882 -0.50860 -0.429 0.300 1.662
N -0.32815 5.14959 0.11265 0.109 -0.057 0.324
C 0.34828 2.30503 1.79950 0.180 0.124 0.572
C 3.76896 -1.94728 2.70542 -0.261 0.090 0.094
C 0.82216 1.75492 0.55952 0.676 -0.728 -2.608
C 5.74333 -4.57257 -0.07789 0.230 0.056 0.018
C 0.87560 3.73635 1.93329 -0.959 -0.330 0.050
C -2.73920 2.76149 -0.19134 0.152 -0.065 0.038
C -5.28613 0.49232 -3.02589 0.139 -0.189 -0.032
C 3.69134 -1.41951 -0.46742 -0.121 -0.190 -0.048
C -3.29085 3.31613 -1.49858 -0.182 0.080 -0.090
C -4.05326 1.24889 -2.58140 -0.099 0.145 0.143
C 0.18081 4.54914 0.94886 -0.246 0.869 -0.884
C 4.21517 -5.85119 1.22751 0.082 0.056 0.078
C 5.47348 -3.10429 -0.32662 -0.216 0.014 0.091
C 4.00063 -0.57407 0.76255 -0.033 0.132 -0.037
C -7.36871 0.87857 -1.93502 0.068 -0.093 0.065
C -4.54793 1.75696 1.02730 -0.013 0.167 0.131
H 0.68334 4.11898 2.92212 -0.113 0.051 0.495
H 3.73710 0.45400 0.51774 -0.056 0.107 -0.018
H -3.63963 4.33243 -1.30324 0.048 0.024 0.018
H 5.06795 -0.56929 1.01353 0.009 -0.123 0.018
H 4.06107 -6.17317 2.25592 0.026 0.029 0.019
H -3.35418 1.31392 -3.41978 0.030 0.005 0.004
H -5.16591 2.55133 -1.49906 -0.068 -0.008 0.021
H -2.35352 1.73802 -0.30011 -0.147 -0.046 -0.061
H -5.48227 1.96373 0.49979 -0.004 -0.107 -0.074
H -2.46647 3.40012 -2.21280 0.037 -0.038 0.016
H -5.82948 1.04883 -3.79428 -0.017 0.086 0.042
H 3.56679 -3.27566 0.33462 -0.032 -0.047 0.046
H -4.12319 0.81908 0.66174 -0.005 -0.010 -0.077
H 5.96281 -2.80658 -1.25846 0.008 0.026 -0.008
H -7.89990 0.71209 -2.87646 -0.018 0.048 -0.023
H 2.61620 -1.35717 -0.64823 -0.004 0.055 -0.006
H 4.42005 -6.73369 0.61461 -0.041 -0.011 -0.035
H -4.78451 1.64153 2.08543 0.029 0.021 0.001
H 5.27194 -5.19128 -0.84635 -0.093 0.027 0.004
H 5.93888 -2.54038 0.49300 0.126 -0.009 -0.030
H 3.29675 -5.37247 0.87118 -0.012 -0.061 -0.072
H -0.72921 2.33272 1.74439 -0.467 -0.061 0.306
H 3.44856 -1.77400 3.73384 0.004 0.028 -0.011
H -7.97271 0.47880 -1.12239 0.031 -0.022 0.020
H -1.89014 3.38391 0.08684 -0.095 0.030 -0.104
H -3.57352 0.65926 -1.78850 0.054 -0.095 -0.074
H -7.24428 1.95560 -1.77917 -0.040 0.023 -0.084
H 6.82237 -4.74393 -0.12603 -0.001 -0.015 -0.006
H -4.97415 -0.46105 -3.46112 -0.011 -0.002 -0.010
H 4.86084 -1.95813 2.68006 0.032 -0.038 -0.050
H 3.38666 -2.92559 2.40177 0.127 -0.062 -0.017
H 4.17897 -0.96009 -1.33235 0.046 0.019 0.004
```
Positions in Å, forces in eV/Å.

total charge = 0
strongest force on any atom = 2.79 eV/A
LUMO energy = 0.44 eV
molar mass = 398.907 g/mol
SMILES = N#C[C@@H](Cl)[C@@H](F)C#N.COCCNCCOC.COCCNCCOC


# 2
Formula: C16H32ClNO12P2S
Source: OMol25
Level of theory: ωB97M-V/def2-TZVPD

```
65
Properties=species:S:1:pos:R:3:forces:R:3
Cl 2.67806 -4.13698 4.17140 -0.128 -0.680 0.256
S 1.75784 -7.04582 0.42053 0.987 0.579 0.416
P 0.22733 -2.40855 -2.16024 -7.599 0.731 2.817
P 0.19440 5.08645 -0.07618 -7.429 5.213 1.124
O 3.28744 -7.01717 4.94225 -0.542 0.039 -1.286
O 3.90040 -9.10114 4.59602 0.624 -1.952 0.390
O -1.32572 4.65528 0.42401 0.249 -0.561 0.048
O 0.35656 -5.24976 4.06525 -1.855 0.600 -0.510
O 4.04514 -7.86312 2.81839 -0.017 0.328 1.003
O 0.00015 6.71976 -0.25703 1.128 -0.340 0.202
O -0.24326 -2.53934 -3.75541 3.565 -0.104 0.629
O -0.50840 -0.94668 -1.98971 0.624 -0.227 -0.356
O -0.99284 -3.43706 -1.72005 0.550 -0.204 -0.608
O -0.05660 4.74290 -1.53013 3.832 -2.222 0.534
O 0.59958 5.32115 1.53400 2.528 -2.224 -1.683
O 0.96602 -2.46463 -0.84474 3.026 -0.366 -2.812
N 3.70110 -6.56676 2.35443 0.248 0.586 -0.416
C 0.29733 0.22836 -2.01688 0.114 0.374 0.005
C -1.67775 3.27955 0.44060 -0.189 -0.171 0.032
C -1.16929 -4.28447 0.53426 -0.189 -0.050 0.092
C -0.52152 7.69565 -2.40641 -0.171 0.169 -0.007
C 0.02348 6.32180 2.38226 0.027 0.707 0.777
C 1.48009 -5.45162 4.29693 1.085 -0.957 0.601
C -1.60117 -2.66300 -4.19152 -0.801 -0.314 -0.693
C -0.85819 2.49461 1.44497 0.114 -0.071 0.010
C 2.91923 -6.71200 1.41986 -1.587 -0.600 -0.695
C -0.69797 -4.55695 -0.88314 -0.091 0.180 0.525
C -2.39349 -1.37232 -4.17577 -0.005 0.200 0.462
C 0.56562 7.37340 -1.39728 -0.342 0.012 -0.410
C 1.86050 -6.90155 4.73588 0.933 0.840 -0.820
C -1.36490 6.00234 2.89722 -0.328 -0.065 -0.373
C 0.95687 0.43831 -3.36703 0.069 -0.096 -0.044
C 3.75658 -8.03310 4.14463 -0.076 0.446 0.773
H 1.67527 -0.36003 -3.58132 0.041 0.052 0.005
H -1.17897 6.84368 -2.58449 0.228 -0.089 0.013
H -0.36211 1.07142 -1.80265 -0.100 -0.141 0.041
H -1.14973 8.50778 -2.03380 0.041 0.001 -0.024
H -1.53372 -3.00452 -5.22813 0.345 0.058 0.059
H 1.57772 -7.57531 3.89555 -0.226 0.561 0.557
H -2.12797 -3.45247 -3.65852 0.224 0.108 0.238
H -0.77620 -5.03198 1.22704 -0.034 0.012 0.000
H -0.91643 2.94140 2.43710 -0.030 -0.012 -0.036
H 0.69577 6.38054 3.24280 0.152 -0.273 -0.165
H 0.21968 0.43014 -4.16961 -0.006 0.042 0.047
H -2.26018 -4.31645 0.57846 0.030 -0.037 0.002
H -1.57283 2.85704 -0.56322 0.002 0.020 -0.004
H -0.08794 8.00671 -3.35897 0.002 0.023 0.035
H 1.34712 6.76025 -1.84935 -0.101 -0.036 -0.001
H -0.86773 -3.29554 0.88172 0.206 -0.097 -0.116
H 1.03589 8.29568 -1.05224 -0.017 -0.038 0.152
H -2.73415 3.22462 0.70988 0.013 0.155 -0.042
H -1.43255 4.97210 3.24788 0.043 0.072 0.065
H -3.31068 -1.49610 -4.75652 0.115 -0.121 -0.080
H 1.26360 -7.17030 5.62569 0.548 0.210 -0.280
H 1.04597 0.18429 -1.22036 -0.022 -0.057 -0.004
H 1.48781 1.39118 -3.39072 0.005 -0.033 0.045
H -2.68713 -1.09337 -3.16419 0.066 0.018 -0.031
H 0.05241 7.30786 1.92214 -0.029 -0.189 -0.263
H -1.22336 -5.42470 -1.28768 -0.061 0.078 -0.145
H -1.21029 1.46342 1.50648 0.044 0.002 -0.062
H 0.19920 2.47965 1.15946 -0.004 -0.079 0.011
H 0.36918 -4.78594 -0.90199 -0.032 0.118 0.022
H -1.61349 6.67205 3.72430 0.207 -0.001 0.019
H -1.81935 -0.54730 -4.59878 -0.037 -0.067 -0.067
H -2.12213 6.14543 2.12744 0.037 -0.056 0.027
```
Positions in Å, forces in eV/Å.

total charge = 0
strongest force on any atom = 9.15 eV/A
LUMO energy = -1.59 eV
molar mass = 559.895 g/mol
SMILES = O=C(Cl)COC(=O)ON=C=S.CCOP(=O)(OCC)OCC.CCOP(=O)(OCC)OCC


# 3
Formula: C16H32IN8O16P
Source: OMol25
Level of theory: ωB97M-V/def2-TZVPD

```
74
Properties=species:S:1:pos:R:3:forces:R:3
I 3.52807 -3.29346 7.14306 0.119 -0.001 0.175
P 1.86739 1.60192 2.31877 -0.158 0.130 -0.448
O 6.46915 -0.60640 2.48010 0.233 0.107 0.205
O -4.34852 -7.96264 1.90249 0.011 -0.012 0.022
O -0.22806 -0.67908 -2.63671 0.138 0.112 0.044
O -2.39320 5.31269 -6.55544 -0.028 -0.031 -0.079
O 3.80233 2.05527 -1.48480 0.071 0.009 0.009
O 5.47570 0.71473 -1.69986 0.001 -0.023 -0.024
O -1.53625 4.72738 -1.42634 0.047 0.056 -0.037
O -2.53807 7.16244 -5.47234 -0.035 0.202 -0.009
O -1.04618 -4.66451 -0.27451 -0.024 -0.125 0.031
O 1.76041 -1.43613 1.96457 -0.177 -0.194 0.081
O -1.47580 -0.36914 1.29635 -0.425 0.485 0.572
O -3.40913 3.67834 -1.47916 -0.187 -0.005 -0.099
O -2.54836 -3.12961 -0.34602 -0.053 -0.003 -0.063
O -1.77765 0.68453 -2.03009 -0.259 -1.170 -4.274
O -1.38702 1.55879 2.23826 -0.111 -0.195 0.116
O -5.64909 -7.27965 0.32831 -0.020 0.014 -0.032
N -1.54750 0.84683 1.26918 -0.092 0.960 0.124
N -2.59306 6.50784 -6.49065 0.010 -0.111 -0.033
N -4.69928 -7.15057 1.07152 0.019 -0.016 0.034
N -2.59528 4.45319 -1.94506 0.009 -0.023 0.062
N 1.78058 2.30526 0.93466 0.018 -0.232 0.141
N 4.30060 0.99204 -1.79665 -0.065 -0.023 0.004
N -1.39347 -0.33837 -2.55138 -0.130 -0.450 -0.554
N -1.39985 -3.50724 -0.19075 0.186 0.030 0.042
C -3.89111 -5.90462 0.96684 -0.061 0.033 -0.073
C 4.75521 -1.73656 3.66161 0.066 -0.052 0.112
C -2.40240 -1.27149 -3.12131 -0.067 -0.048 0.210
C 4.44407 0.58974 2.75063 -0.011 0.063 0.081
C -2.93759 5.09997 -3.24182 0.203 -0.022 0.090
C -2.93363 7.20818 -7.76042 0.026 0.038 0.044
C 3.45402 -1.98638 3.54143 0.028 0.092 0.034
C 5.35349 -0.58339 2.93530 -0.047 -0.014 -0.065
C 3.14413 0.35256 2.59872 0.149 -0.109 0.213
C 2.69388 -1.06935 2.64003 -0.013 0.167 0.013
C 2.16926 -2.67460 5.61198 -0.127 0.179 -0.190
C -0.36174 -2.48670 0.11313 0.032 -0.155 -0.432
C 2.70433 -3.08371 4.22643 -0.066 -0.090 -0.121
C -1.80960 1.49294 -0.04600 0.259 0.640 2.478
C 1.87175 -1.19262 5.76205 -0.134 0.022 0.040
C 3.39336 -0.06179 -2.33433 -0.027 0.011 -0.010
H 3.48304 -0.92127 -1.67627 0.004 -0.016 -0.012
H 1.17317 -0.87576 4.97982 0.026 0.009 -0.024
H -2.12067 5.75224 -3.52574 -0.087 -0.075 0.040
H -2.17604 -1.39360 -4.17595 0.063 0.034 0.011
H 2.38364 0.32986 -2.35711 -0.014 0.006 0.033
H -2.28066 -2.21081 -2.59295 -0.083 -0.077 -0.042
H -1.82567 2.56668 0.10075 -0.010 -0.055 0.048
H -3.08609 4.30210 -3.96430 -0.016 0.054 -0.005
H 1.83520 -3.34701 3.62009 0.070 -0.005 -0.133
H -3.08182 8.25697 -7.53660 0.000 0.005 0.001
H -2.87376 -6.19349 0.72423 0.014 -0.001 0.018
H 2.77533 -0.58613 5.70709 0.005 0.004 -0.047
H 3.34517 -3.95863 4.30101 -0.118 -0.108 0.019
H 1.25252 -3.22507 5.80187 0.109 -0.183 0.124
H -2.76123 1.11295 -0.40455 0.080 0.152 0.472
H -1.00091 1.18934 -0.70515 0.182 0.574 1.473
H -4.31799 -5.28097 0.19235 0.001 0.000 -0.001
H 0.37411 -2.54249 -0.68367 0.079 -0.137 0.018
H 1.39403 -0.99809 6.72018 0.011 0.018 0.025
H 2.04180 2.44099 3.43334 0.057 0.094 0.074
H 0.74162 0.87774 2.71201 -0.068 -0.031 0.200
H -3.38628 -0.84926 -2.96005 -0.011 0.014 0.003
H -3.86084 5.64894 -3.08567 -0.024 -0.002 -0.028
H -2.10468 7.04915 -8.44295 -0.005 -0.018 -0.017
H -0.84702 -1.51872 0.15582 0.265 -0.490 -0.199
H 4.87863 1.58203 2.73084 0.081 -0.010 -0.188
H -3.92470 -5.42128 1.93863 0.029 -0.011 0.014
H 3.75218 -0.31623 -3.32701 0.029 -0.022 0.009
H 2.47872 1.99794 0.26890 -0.050 0.241 -0.148
H -3.83281 6.74183 -8.15054 0.006 -0.020 -0.014
H 0.09320 -2.73829 1.06362 -0.019 -0.078 -0.013
H 5.41290 -2.34827 4.26619 0.089 -0.114 -0.145
```
Positions in Å, forces in eV/Å.

total charge = 0
strongest force on any atom = 4.44 eV/A
LUMO energy = -1.49 eV
molar mass = 750.350 g/mol
SMILES = C[C@H](I)CC1=CC(=O)C=C([PH2]=N)C1=O.C[N+](=O)[O-].C[N+](=O)[O-].C[N+](=O)[O-].C[N+](=O)[O-].C[N+](=O)[O-].C[N+](=O)[O-].C[N+](=O)[O-]


# 4
Formula: C16H32KO8S4
Source: OMol25
Level of theory: ωB97M-V/def2-TZVPD

```
61
Properties=species:S:1:pos:R:3:forces:R:3
K 0.66718 28.99540 13.45950 0.002 0.433 -0.361
S 4.44337 27.63589 13.70143 0.282 -0.200 0.444
S -1.06344 30.04858 9.91023 -0.744 -0.073 0.108
S -0.85929 25.59905 12.01638 -0.139 -0.390 -0.115
S 2.44145 31.75759 15.70384 0.575 0.126 0.512
O 0.13750 30.30796 9.17720 0.508 0.081 -0.085
O 1.59707 31.38567 14.59806 -0.466 -0.441 -0.454
O 3.69608 31.06193 15.86632 -0.103 0.054 0.036
O -0.55840 26.98113 12.33402 0.082 0.146 0.115
O 5.63203 27.97001 12.98567 0.378 0.149 -0.489
O -2.22704 25.21590 11.81863 -0.246 0.101 0.162
O -1.04762 30.10287 11.36372 0.284 -0.139 0.070
O 3.15839 28.08665 13.21397 -0.423 0.137 -0.077
C -3.64336 30.18950 9.43232 0.217 -0.300 -0.172
C -0.04552 24.54913 13.22146 0.625 0.479 0.088
C -3.19332 28.82375 8.86593 0.064 0.139 -0.388
C 2.70956 33.51001 15.73856 -0.234 0.371 -0.026
C 5.37417 26.84511 16.05288 1.147 0.451 -0.085
C 4.68518 28.05960 15.41722 -0.846 -0.520 -0.124
C -1.80818 28.48119 9.40635 0.253 0.238 0.492
C 2.89973 33.78530 17.21871 0.913 -0.209 0.323
C 1.50418 31.71478 17.23723 -0.346 -0.014 -0.635
C 5.41087 25.63251 15.08511 -0.518 -0.166 0.152
C 0.81019 23.57555 12.41576 -0.746 -0.751 -0.062
C 1.83191 33.00193 17.99754 -0.202 0.380 0.283
C 4.40537 25.88421 13.96930 -0.440 -0.326 0.044
C 0.07558 25.07375 10.59678 -0.016 -0.283 -0.243
C -2.40885 31.08512 9.35390 0.100 -0.221 0.083
C 1.24385 24.23534 11.10784 0.245 0.472 0.069
H 5.21293 29.00648 15.44329 0.008 0.019 0.143
H 5.10018 24.74498 15.63408 0.200 -0.125 -0.098
H 3.87573 33.40194 17.53448 0.005 -0.037 -0.200
H 0.91685 33.58710 18.10059 0.034 0.025 -0.099
H 6.40765 27.12302 16.26478 -0.049 -0.037 0.109
H 6.40369 25.45930 14.68115 0.047 0.108 0.008
H 0.35479 25.93724 9.99865 0.030 0.046 0.054
H -2.15605 31.33454 8.32349 -0.099 0.176 0.008
H -0.76855 24.07701 13.87860 -0.132 0.045 -0.063
H -1.83455 27.91856 10.33945 -0.137 -0.148 -0.108
H 1.80149 33.99262 15.37106 -0.025 -0.126 -0.106
H 0.16832 22.71758 12.18818 0.117 0.000 -0.088
H -0.62308 24.45073 10.03976 -0.028 0.060 -0.075
H 3.66946 28.16705 15.79948 0.111 0.308 0.147
H 3.53858 33.77194 15.08560 0.098 -0.097 0.072
H 2.94655 34.84516 17.45926 -0.384 0.042 -0.093
H 1.68606 30.76616 17.73515 0.159 0.068 0.099
H 3.39089 25.63860 14.29624 0.005 0.098 0.022
H -2.43205 31.96273 9.99397 -0.003 0.088 -0.095
H 1.50262 23.50086 10.34906 0.182 -0.046 0.092
H -1.13350 28.01028 8.69626 -0.052 -0.003 -0.064
H 1.63771 23.17220 12.99584 0.090 0.176 0.012
H 4.57630 25.36620 13.02744 0.228 0.084 -0.014
H 0.48614 31.72670 16.84538 -0.110 -0.075 0.343
H 0.56870 25.25712 13.78198 0.007 -0.142 0.141
H 2.10987 24.87894 11.28100 0.011 -0.038 -0.058
H -3.14795 28.96237 7.78287 0.147 -0.208 -0.009
H 2.18598 32.83038 19.01160 -0.012 -0.231 -0.030
H 4.93460 26.59956 17.01578 -0.223 -0.046 -0.095
H -4.00450 30.10389 10.45593 -0.038 0.071 0.010
H -3.87228 27.99355 9.04775 -0.200 0.182 0.132
H -4.41944 30.59357 8.78614 -0.191 0.041 0.238
```
Positions in Å, forces in eV/Å.

total charge = +1
strongest force on any atom = 1.24 eV/A
energy above the lowest of the compared OMol25 structures with the same formula, charge and spin = 0.0000 eV
LUMO energy = -2.45 eV
molar mass = 519.790 g/mol